Record 1
The following is a quantum chemistry calculation of a cluster of 10 separate species, C40H74F6O28 in total, from the OMol25 dataset.

The geometry in ORCA input format:
```
! wB97M-V def2-TZVPD RIJCOSX def2/J DEFGRID3
* xyz 0 1
C 1.90706 -4.85778 0.43878
C 2.07537 -6.35517 0.29219
O 1.13131 -7.05436 1.05813
C 0.85306 -8.29762 0.73137
O 1.13139 -8.80606 -0.30768
O 0.24043 -8.86241 1.75815
C -0.05640 -10.24073 1.57972
H 1.19124 -4.47937 -0.29674
H 2.80851 -4.31602 0.13440
H 1.57587 -4.44473 1.39254
H 3.07824 -6.67814 0.57440
H 1.96170 -6.54401 -0.77707
H -0.62806 -10.39385 0.66407
H -0.67843 -10.55566 2.41029
H 0.84718 -10.84325 1.53009
C -2.06757 8.21574 2.26867
C -2.01847 7.01614 3.15996
O -2.44636 7.30411 4.50713
C -2.92152 6.27474 5.17381
O -3.05276 5.15568 4.80495
O -3.23678 6.70489 6.39763
C -3.47136 5.78984 7.42842
H -3.07039 8.61678 2.15651
H -1.73838 7.86693 1.28732
H -1.41133 9.04358 2.54728
H -1.04638 6.54202 3.18181
H -2.72697 6.26140 2.81919
H -4.37618 6.07153 7.96037
H -2.62207 5.82582 8.10711
H -3.60381 4.77573 7.05343
C 3.96076 -1.08017 -5.08714
C 3.06821 -2.13470 -5.71606
O 2.61555 -3.03864 -4.70996
C 1.41042 -2.86627 -4.18549
O 0.61502 -2.04586 -4.53252
O 1.27400 -3.70292 -3.16011
C 0.02300 -3.63973 -2.43810
H 4.45768 -0.55460 -5.90186
H 4.62744 -1.60098 -4.40109
H 3.39542 -0.36686 -4.48557
H 3.64328 -2.68682 -6.45849
H 2.22743 -1.70057 -6.26018
H -0.26966 -4.65082 -2.16427
H -0.82097 -3.37106 -3.08626
H 0.04503 -2.94685 -1.60766
C -3.42220 -1.22373 0.75615
C -3.34510 -2.32456 -0.28413
O -3.67517 -3.59507 0.24075
C -2.71336 -4.50508 0.38346
O -1.61562 -4.47408 -0.09760
O -3.18040 -5.44827 1.18333
C -2.41131 -6.63333 1.21144
H -3.26549 -0.24970 0.30204
H -2.66075 -1.38235 1.52275
H -4.41824 -1.21986 1.20150
H -2.40852 -2.28259 -0.85170
H -4.03687 -2.09291 -1.09808
H -1.39733 -6.45985 1.58775
H -2.24500 -6.99198 0.19231
H -2.87255 -7.37999 1.84188
C 6.83989 0.96840 -4.10360
C 5.40657 0.94717 -3.55489
O 5.20902 2.01624 -2.62720
C 4.03930 2.00410 -1.95605
O 3.12320 1.21176 -2.13424
O 4.11073 2.89982 -0.97271
C 3.08370 2.99484 -0.00606
H 7.47755 0.32956 -3.48959
H 7.30284 1.95354 -4.04168
H 6.84052 0.61946 -5.13234
H 5.25872 -0.01665 -3.05082
H 4.69413 0.87605 -4.37933
H 2.25981 3.68103 -0.21153
H 3.53669 3.53578 0.83054
H 2.70310 2.04907 0.36692
C 6.65278 -0.17800 0.03585
C 5.16254 -0.35299 0.13358
O 4.87962 -1.53786 0.90814
C 3.88771 -1.49306 1.78410
O 3.11119 -0.58739 1.90721
O 3.89569 -2.60218 2.49342
C 2.83245 -2.77570 3.43343
H 7.20036 -0.98969 -0.43815
H 7.12537 -0.04228 1.01055
H 6.77443 0.77466 -0.49253
H 4.63679 -0.53253 -0.80576
H 4.72066 0.56068 0.53099
H 2.36914 -1.85086 3.76905
H 3.22961 -3.23535 4.34154
H 2.11831 -3.48358 3.01073
C -5.68825 2.78364 1.67164
C -6.27586 4.01268 1.00920
O -6.01900 3.82040 -0.40364
C -5.05195 4.49675 -0.97454
O -4.49218 5.46246 -0.56306
O -4.79828 3.93135 -2.13814
C -3.78436 4.53967 -2.91203
H -5.92990 2.81865 2.73555
H -4.63103 2.64713 1.51291
H -6.15028 1.88972 1.24325
H -5.75490 4.87110 1.42772
H -7.34870 4.10431 1.11693
H -2.90326 4.79915 -2.32801
H -4.11055 5.44044 -3.44134
H -3.56214 3.81203 -3.69029
C 1.56528 1.19487 4.34582
C 1.05026 1.73940 3.03152
O 1.65358 2.98372 2.70861
C 1.19810 4.13403 3.23908
O 0.31043 4.23871 4.03285
O 1.98786 5.12867 2.78837
C 1.54407 6.47747 2.85600
H 1.22049 0.17233 4.48624
H 1.27871 1.86725 5.15146
H 2.65571 1.15471 4.29751
H -0.03641 1.77948 3.00465
H 1.31720 1.05927 2.21905
H 0.71734 6.59767 2.16299
H 2.38923 7.07629 2.54072
H 1.26262 6.74715 3.87104
C 0.51137 -1.41680 0.49645
C 0.48711 -0.17177 -0.35785
O -0.69081 0.55916 0.02640
C -0.72812 1.85863 -0.10956
O 0.07527 2.51946 -0.66681
C -1.95403 2.46898 0.60302
F -3.04819 2.14048 -0.17596
F -2.15334 1.92315 1.82654
F -1.81865 3.78549 0.70056
H 1.49120 -1.89637 0.48594
H -0.19108 -2.19503 0.18547
H 0.24471 -1.21655 1.53664
H 0.42135 -0.44901 -1.41515
H 1.42664 0.37154 -0.25280
C -2.93813 0.49543 -3.65420
C -2.19650 -0.81927 -3.88023
O -3.04060 -1.95477 -3.74177
C -3.33518 -2.60046 -4.84657
O -3.35481 -2.14915 -5.90857
C -3.69075 -4.07341 -4.56317
F -4.06813 -4.24885 -3.27677
F -4.67812 -4.48486 -5.37333
F -2.60633 -4.84431 -4.79101
H -3.74474 0.53224 -4.39407
H -2.29496 1.35375 -3.82547
H -3.40768 0.51377 -2.66890
H -1.34150 -0.87609 -3.20302
H -1.70507 -0.73544 -4.85076
*
```

The HOMO energy is -10.6 eV. The energy above the lowest of the compared OMol25 structures with the same formula, charge and spin comes out at 0.00 kJ/mol. Its SMILES is CCOC(=O)C(F)(F)F.CCOC(=O)C(F)(F)F.CCOC(=O)OC.CCOC(=O)OC.CCOC(=O)OC.CCOC(=O)OC.CCOC(=O)OC.CCOC(=O)OC.CCOC(=O)OC.CCOC(=O)OC. The calculation puts the energy at -4274.535025 a.u.

---

Record 2
The following is a quantum chemistry calculation of a structure of composition C40H76BN6O20V, from the OMol25 dataset.

The geometry in ORCA input format:
```
! wB97M-V def2-TZVPD RIJCOSX def2/J DEFGRID3
* xyz -2 1
O 0.68083 -20.43427 22.71300
V 0.52190 -19.49785 21.33177
O -1.02012 -19.00782 21.21402
N 1.59229 -23.09990 18.23367
O 1.28965 -22.40781 19.18309
O 2.67809 -23.65683 18.09331
O 0.82329 -23.28418 17.31729
N 3.43884 -16.91604 22.31531
O 3.64369 -18.03746 21.89054
O 4.33503 -16.26329 22.79149
O 2.26998 -16.59572 22.34731
O 2.47521 -17.81212 17.32546
C 2.89377 -17.23287 16.27824
O 3.44186 -16.02179 16.25389
B 3.80792 -15.64730 14.88950
O 3.36126 -16.76275 14.06069
C 2.90450 -17.73860 14.75922
O 2.60030 -18.89665 14.43559
O 5.29166 -15.53958 14.75977
C 5.62941 -14.39583 14.21387
O 6.76524 -14.03493 13.97214
C 4.27104 -13.60622 13.95878
O 3.28677 -14.37383 14.42416
O 4.16574 -12.45896 13.62711
C -5.86784 -22.75644 23.64222
C -5.38006 -23.07609 25.01790
C -3.91096 -22.43696 25.08431
C -3.36956 -22.38827 26.55424
C -4.26403 -21.65631 27.49432
C -5.75528 -22.15787 27.44977
N -6.22002 -22.33060 26.06315
O -7.58752 -22.62265 25.94534
C -5.79295 -23.42761 28.30060
C -6.58423 -21.12272 28.17632
C -5.22780 -24.59611 25.14024
H -6.92427 -22.95539 23.46202
H -5.36198 -23.32995 22.86551
H -5.61478 -21.71417 23.44801
H -3.17697 -22.88599 24.41518
H -3.96940 -21.40499 24.73831
H -2.40599 -21.88837 26.45557
H -3.12355 -23.43935 26.70529
H -4.15058 -20.57578 27.40663
H -3.77984 -21.91093 28.43709
H -5.10759 -24.24402 28.07286
H -5.40471 -23.19934 29.29320
H -6.78430 -23.86565 28.41643
H -7.57022 -21.50943 28.43404
H -6.16571 -20.80908 29.13266
H -6.69690 -20.15868 27.68032
H -5.08074 -25.20270 24.24664
H -6.23075 -24.89972 25.44031
H -4.36918 -24.83772 25.76673
H -7.86538 -21.96895 25.29953
C -7.40176 -17.41062 17.80443
C -6.90448 -18.46761 16.71331
C -6.66563 -17.60685 15.44401
C -5.58278 -17.97240 14.46155
C -5.36246 -19.47042 14.49879
C -4.91305 -19.90013 15.98638
N -5.64846 -19.11218 16.99901
O -5.43724 -19.38256 18.28409
C -5.24908 -21.41782 16.25498
C -3.43975 -19.59206 16.16465
C -7.97348 -19.58086 16.35072
H -8.15903 -16.80930 17.30139
H -6.73610 -16.65797 18.22696
H -7.89987 -17.94597 18.61276
H -7.54542 -17.84455 14.84603
H -6.69926 -16.52586 15.57979
H -4.68616 -17.42929 14.76018
H -5.77140 -17.57069 13.46598
H -4.62925 -19.65500 13.71367
H -6.20424 -20.08646 14.18253
H -4.58797 -21.76394 17.04948
H -6.25028 -21.50773 16.67643
H -5.30742 -22.00544 15.33878
H -3.04121 -19.77219 17.16305
H -2.78420 -20.11595 15.46902
H -3.23861 -18.53315 16.00234
H -8.98645 -19.18011 16.31367
H -8.02702 -20.40096 17.06671
H -7.76445 -20.12250 15.42820
H -4.89720 -18.61814 18.49768
C 10.06833 -24.49047 24.76498
C 8.80216 -23.75224 24.25344
C 8.10279 -24.57527 23.23007
C 6.77206 -24.06502 22.72549
C 5.83302 -23.89341 23.89168
C 6.36390 -23.18067 25.19870
N 7.79391 -23.53572 25.33976
O 8.37398 -22.97615 26.49438
C 6.14761 -21.64813 25.17847
C 5.57181 -23.70572 26.44060
C 9.17912 -22.43839 23.42193
H 10.72612 -23.74151 25.20593
H 10.52298 -25.07448 23.96477
H 9.76249 -25.21117 25.52337
H 8.82763 -24.76716 22.43894
H 7.91658 -25.57447 23.62380
H 6.41003 -24.79036 21.99685
H 6.88573 -23.17161 22.11148
H 5.43112 -24.85033 24.22466
H 4.93981 -23.38766 23.52493
H 6.47474 -21.24421 26.13656
H 6.74334 -21.25031 24.35693
H 5.15202 -21.38019 24.82477
H 5.95056 -23.22612 27.34317
H 4.48655 -23.65973 26.34998
H 5.79411 -24.76332 26.58256
H 8.25551 -21.88731 23.24483
H 9.62231 -22.78377 22.48791
H 9.90986 -21.91649 24.03978
H 8.42792 -22.07295 26.17359
C -3.04694 -12.58358 16.69723
C -2.18987 -12.41245 17.91951
C -0.95839 -11.44995 17.54667
C -1.31106 -9.99109 17.54592
C -1.83733 -9.66949 18.92620
C -3.13412 -10.44965 19.30099
N -2.92917 -11.90782 19.11055
O -4.08608 -12.65268 19.45194
C -3.23464 -10.31276 20.86142
C -4.37625 -9.81575 18.56746
C -1.56128 -13.77722 18.33571
H -3.24917 -11.69515 16.09899
H -2.46220 -13.11471 15.94618
H -3.98959 -13.07537 16.93736
H -0.10773 -11.74049 18.16317
H -0.58803 -11.84679 16.60144
H -0.44893 -9.34848 17.36734
H -2.02949 -9.80494 16.74762
H -2.11140 -8.61501 18.95878
H -1.11795 -9.81607 19.73187
H -2.37570 -10.80842 21.31380
H -4.18007 -10.79166 21.11624
H -3.37296 -9.24064 21.00115
H -5.28959 -10.23655 18.98797
H -4.33693 -9.97222 17.48946
H -4.48066 -8.73155 18.60882
H -0.95393 -14.07015 17.47931
H -0.95698 -13.64761 19.23356
H -2.32695 -14.48294 18.65791
H -3.83241 -12.98638 20.31559
*
```

The HOMO energy is -3.5 eV. The energy above the lowest of the compared OMol25 structures with the same formula, charge and spin comes out at 582.10 kJ/mol. The calculation puts the energy at -4371.542705 a.u.